1.
Formula: C31H42BrEuN3P2
Source: the OMol25 dataset
Level of theory: wB97M-V/def2-TZVPD

XYZ file:
```
80
Properties=species:S:1:pos:R:3:forces:R:3:mulliken_charge:R:1
C -3.03215 -1.50960 3.47310 -0.09 0.13 -0.33 -0.28
C -3.04353 -2.48928 2.46019 -0.62 0.21 -0.08 0.43
C -4.21692 -2.66620 1.70652 0.07 0.38 0.05 -0.38
C -5.28617 -1.78618 1.92777 0.64 -0.25 0.32 -0.45
N -5.21799 -0.80696 2.83133 -0.35 0.26 0.05 -0.54
C -4.13884 -0.66473 3.60246 0.25 -0.77 -0.33 -0.48
C -1.82477 -3.18291 2.15302 1.71 -1.10 0.30 -0.44
C -0.71306 -3.69327 2.02714 -0.99 1.22 -0.07 0.07
C 0.71317 -3.56697 1.76388 -0.34 0.51 0.10 0.29
C 1.07415 -2.81967 0.61939 0.57 -0.19 -0.17 0.48
C 2.39364 -2.34636 0.44936 -0.41 0.20 0.18 -0.85
C 3.22367 -2.44925 1.56373 1.57 0.09 -0.22 0.03
C 2.97113 -3.29789 2.62780 -0.06 -0.07 0.12 -0.38
C 1.71035 -3.92062 2.69456 -0.01 0.22 -0.06 -0.76
Eu 2.17726 -0.13527 2.05737 -1.98 1.54 0.18 1.35
P -0.76764 1.29433 0.46237 -0.41 0.31 -0.06 0.64
H -4.28675 -3.43314 0.93935 0.08 0.13 0.15 0.48
H -2.16121 -1.38301 4.11105 -0.12 -0.04 -0.11 0.54
H -6.21103 -1.88070 1.34644 0.37 0.12 0.29 0.40
H -4.13637 0.13595 4.34991 -0.15 -0.28 -0.30 0.41
H 1.46560 -4.60496 3.50988 0.17 0.30 -0.19 0.52
H 0.31170 -2.58954 -0.13032 0.42 -0.11 0.20 0.12
H 3.74974 -3.47188 3.36744 -0.33 0.04 0.05 0.50
H 2.70681 -1.83082 -0.46306 -0.23 0.01 0.26 0.42
C -0.60306 2.74511 -0.71232 0.51 -0.47 0.09 -0.66
C -1.82333 3.35280 -1.40047 -0.26 0.29 -0.14 -1.52
H 0.09919 2.37291 -1.47706 -0.14 0.23 0.15 0.44
H -0.07301 3.53200 -0.15257 -0.01 -0.21 -0.10 0.49
H -1.49120 4.19363 -2.02764 -0.05 -0.26 0.15 0.44
H -2.34005 2.64804 -2.06494 0.15 0.08 0.24 0.27
H -2.55101 3.76586 -0.68987 0.21 -0.21 -0.23 0.31
C -2.25816 0.34678 -0.13668 0.49 -0.38 -0.07 1.02
C -3.65495 0.92101 0.05781 -0.50 0.17 0.08 -1.42
H -2.18616 -0.61097 0.40345 -0.06 0.10 -0.22 -0.37
H -2.09896 0.11251 -1.20213 0.14 0.09 0.37 -0.30
H -4.39157 0.27361 -0.43949 0.24 0.09 0.09 0.43
H -3.95066 0.95178 1.11299 0.13 0.06 -0.19 0.17
H -3.77903 1.92185 -0.37168 0.08 -0.30 0.14 0.28
C -1.35270 2.07104 2.03852 0.17 -0.03 0.01 -0.23
C -2.27341 3.28394 1.97026 -0.35 0.31 0.29 -1.36
H -0.41887 2.34776 2.55766 -0.25 0.04 0.07 0.47
H -1.82295 1.27860 2.64102 0.14 0.06 -0.13 0.16
H -2.47257 3.64236 2.98928 0.06 -0.02 -0.22 0.44
H -1.83624 4.12112 1.41461 -0.02 -0.22 0.11 0.31
H -3.24912 3.04983 1.52797 0.35 0.04 0.08 0.22
Br 4.81464 -0.99975 1.81698 -0.69 -2.31 -0.71 -0.09
P 0.31814 -1.01523 -2.51489 0.02 -0.17 -0.16 0.83
C -0.89415 -0.38036 -3.76165 -0.03 0.21 0.24 -0.40
C -0.47436 -0.31968 -5.22872 -0.26 -0.01 -0.36 -1.32
H -1.15168 0.63309 -3.40682 -0.05 -0.28 -0.21 0.18
H -1.79959 -0.99600 -3.65722 0.12 0.24 0.06 0.53
H -1.29300 0.14054 -5.79743 0.23 -0.06 0.03 0.42
H 0.41654 0.29934 -5.39082 -0.21 -0.19 0.04 0.28
H -0.30750 -1.31374 -5.66756 0.03 0.36 0.22 0.24
C 1.95177 -0.68861 -3.31430 0.04 0.07 0.22 -0.97
C 2.54928 -1.75369 -4.22249 0.41 0.04 -0.41 -1.37
H 2.63435 -0.49177 -2.47199 0.05 0.05 -0.29 0.57
H 1.85110 0.25877 -3.86000 0.12 -0.11 0.21 0.61
H 3.54038 -1.41715 -4.55107 -0.13 -0.14 0.03 0.45
H 2.68867 -2.71697 -3.71846 -0.09 0.18 -0.09 0.26
H 1.96140 -1.91742 -5.13420 0.09 0.06 0.33 0.20
C 0.11036 -2.85539 -2.66900 -0.17 0.21 0.21 -0.64
C -0.37129 -3.43694 -3.99075 0.02 -0.62 -0.20 -1.50
H -0.63156 -3.08851 -1.88657 0.14 -0.17 -0.23 0.59
H 1.05210 -3.34018 -2.36873 -0.22 0.12 0.03 0.34
H -0.50582 -4.51669 -3.84688 -0.07 0.17 -0.15 0.46
H -1.33824 -3.03313 -4.31248 0.26 -0.03 0.10 0.31
H 0.35349 -3.32169 -4.80611 -0.23 0.06 0.28 0.23
N 3.29288 6.04610 0.07793 1.06 -2.12 1.93 -0.38
C 3.68280 5.22430 0.82001 -0.83 1.58 -1.73 -0.13
C 4.05313 4.16300 1.73839 -0.31 0.02 -0.12 0.27
C 5.08656 4.32303 2.67558 -0.12 -0.07 0.27 -0.21
C 5.27026 3.33470 3.64332 -0.14 -0.48 -0.26 -0.67
C 4.51425 2.16124 3.54779 -0.09 0.67 0.00 -0.30
N 3.51416 2.01635 2.65774 0.11 -0.13 -0.67 -0.33
C 3.28090 2.98734 1.75036 0.48 0.29 0.69 0.17
H 5.73294 5.20758 2.66650 -0.46 -0.26 -0.01 0.50
H 5.98467 3.44247 4.46249 -0.08 -0.03 -0.48 0.41
H 4.71865 1.31133 4.20203 -0.19 0.32 -0.04 0.45
H 2.46081 2.83106 1.02964 0.38 0.22 0.37 0.32
```
Forces are in eV/Å.

Total charge = +2
E = -5337.12490 Eh
Spin multiplicity = 8



2.
Formula: C2HF6NO4RhS2
Source: the OMol25 dataset
Level of theory: wB97M-V/def2-TZVPD

XYZ file:
```
17
Properties=species:S:1:pos:R:3:forces:R:3:mulliken_charge:R:1
N 0.09233 0.39034 -0.35393 1.01 0.85 0.78 -0.55
S -1.15102 -0.61115 -0.71076 -2.18 -2.90 -2.67 0.91
O -1.53887 -0.33725 -2.08234 0.83 0.08 2.10 -0.57
O -0.88033 -1.96976 -0.27071 -0.06 2.58 -0.30 -0.51
C -2.54372 0.05640 0.34739 -0.65 0.76 1.32 0.72
F -3.66845 -0.49166 -0.08062 0.73 0.85 -0.25 -0.15
F -2.59748 1.44944 0.37920 0.14 -2.00 -0.76 -0.23
F -2.34798 -0.32739 1.59700 0.31 0.05 -0.12 -0.19
S 1.22225 0.08895 0.76055 0.35 -2.91 2.74 1.61
O 0.84953 -0.60160 1.97394 0.35 1.52 -2.08 -0.46
O 1.83765 1.44777 0.83359 -0.20 0.15 0.47 -0.74
C 2.54226 -0.96261 -0.06594 0.44 -0.65 0.12 0.70
F 2.14114 -2.21071 -0.12383 -0.21 0.32 0.07 -0.15
F 2.77572 -0.49796 -1.27309 -0.11 0.34 -0.33 -0.23
F 3.62685 -0.86710 0.67601 -0.21 0.20 0.07 -0.17
H -0.92477 3.02287 -1.13354 0.01 0.27 0.54 0.30
Rh 0.56490 2.42141 -0.47292 -0.54 0.49 -1.69 0.71
```
Forces are in eV/Å.

Total charge = +1
Relative energy (zero: lowest compared OMol25 entry of this formula, charge and spin) = 72.1 kJ/mol
Spin multiplicity = 5



3.
Formula: H6O3
Source: the OMol25 dataset
Level of theory: wB97M-V/def2-TZVPD

XYZ file:
```
9
Properties=species:S:1:pos:R:3:forces:R:3:mulliken_charge:R:1
O 3.21114 -2.69955 -2.10838 0.11 0.18 -0.07 -0.64
H 2.46265 -2.87830 -1.53914 -0.24 0.03 0.17 0.32
H 3.54501 -3.56496 -2.34467 0.11 -0.20 -0.09 0.32
O -3.60144 3.24301 0.41715 -0.11 -0.20 0.06 -0.63
H -3.87701 4.00979 -0.08520 -0.11 0.17 -0.14 0.32
H -2.72449 3.46402 0.73072 0.23 0.03 0.08 0.32
O 0.32044 -0.73075 1.31146 0.01 -0.13 -0.19 -0.64
H 1.05731 -0.61222 1.91080 0.22 0.01 0.12 0.32
H -0.39361 -0.23104 1.70726 -0.23 0.10 0.05 0.31
```
Forces are in eV/Å.

Total charge = 0
Structure (SMILES) = O.O.O
Relative energy (zero: lowest compared OMol25 entry of this formula, charge and spin) = 61.7 kJ/mol



Maximum force per entry: 3.054; 4.501; 0.290 eV/A